{
  "formula": "C27H42Cl3LaN4O3SSi",
  "method": "ωB97M-V/def2-TZVPD",
  "elements": ["C", "C", "H", "H", "H", "C", "C", "H", "H", "H", "H", "La", "Cl", "Cl", "H", "H", "C", "C", "N", "H", "C", "O", "H", "H", "H", "H", "H", "H", "C", "C", "N", "H", "C", "O", "H", "H", "H", "H", "O", "C", "C", "C", "H", "C", "H", "C", "H", "C", "C", "H", "H", "H", "Si", "Cl", "C", "C", "C", "H", "H", "H", "H", "H", "H", "H", "H", "H", "N", "C", "N", "C", "C", "C", "C", "C", "C", "S", "H", "H", "H", "H", "H", "H"],
  "xyz": [[-2.395, -2.719, -5.602], [-1.637, -3.135, -4.391], [-2.643, -3.627, -6.173], [-1.793, -2.097, -6.274], [-3.328, -2.192, -5.369], [-1.201, -4.392, -4.355], [-1.217, -5.409, -5.434], [-0.986, -4.886, -3.415], [-0.463, -5.188, -6.195], [-2.165, -5.630, -5.918], [-0.811, -6.334, -4.995], [0.665, 2.064, 0.873], [-1.961, 3.013, 0.780], [2.117, 3.514, -0.875], [2.024, 6.287, 3.709], [-1.074, 7.503, 2.987], [1.707, 6.495, 2.692], [-0.620, 7.027, 2.108], [0.377, 6.028, 2.429], [2.362, 6.024, 1.966], [0.125, 4.740, 2.446], [1.008, 3.813, 2.365], [-1.417, 6.585, 1.519], [-0.911, 4.416, 2.558], [1.682, 7.588, 2.499], [-0.100, 7.769, 1.508], [2.507, -0.317, -2.553], [2.566, -2.891, -1.164], [3.356, -0.093, -1.903], [3.521, -2.392, -0.947], [3.322, -0.958, -0.723], [3.353, 0.957, -1.608], [3.242, -0.541, 0.510], [2.943, 0.604, 0.928], [3.978, -2.884, -0.063], [3.497, -1.301, 1.266], [4.280, -0.332, -2.434], [4.187, -2.577, -1.790], [-0.710, -0.907, -3.212], [-1.559, -2.157, -3.145], [-0.018, -3.575, -1.744], [-1.183, -2.845, -1.858], [0.685, -3.574, -2.611], [0.123, -4.405, -0.627], [-2.617, -1.849, -3.040], [-1.840, -2.461, -0.707], [0.816, -5.243, -0.726], [-0.702, -4.175, 0.503], [-1.573, -3.100, 0.484], [-2.563, -1.683, -0.747], [-0.530, -4.854, 1.361], [-2.108, -2.828, 1.393], [-0.614, 0.797, -3.712], [-0.181, 0.084, -0.511], [1.093, 1.463, -4.013], [-1.370, 2.525, -3.067], [-1.644, 0.349, -5.171], [1.592, 2.020, -3.212], [1.092, 2.172, -4.843], [1.793, 0.683, -4.329], [-1.054, -0.434, -5.689], [-1.939, 1.179, -5.810], [-2.517, -0.169, -4.745], [-2.169, 2.512, -2.318], [-1.853, 3.005, -3.924], [-0.710, 3.320, -2.683], [0.985, -1.652, 1.425], [0.281, -1.136, 2.465], [-0.154, 0.117, 2.523], [-0.914, 0.265, 3.665], [-1.613, 1.447, 3.969], [-2.268, 1.520, 5.203], [-2.189, 0.475, 6.126], [-1.529, -0.723, 5.777], [-0.920, -0.827, 4.524], [0.075, -2.133, 3.855], [1.324, -2.634, 1.401], [0.643, -1.261, 0.523], [-1.586, 2.227, 3.186], [-2.828, 2.434, 5.464], [-2.641, 0.584, 7.114], [-1.426, -1.543, 6.501]],
  "forces_ev_per_angstrom": [[0.2, 0.0, -1.0], [0.6, 0.9, 1.0], [-0.1, 0.4, 0.1], [-0.3, 0.0, 0.1], [0.3, 0.0, 0.0], [-0.7, -0.4, 1.1], [1.0, -0.9, -0.3], [0.6, 0.6, 0.1], [-0.3, 0.3, -0.3], [-0.1, 0.1, 0.0], [-0.5, 0.1, -0.2], [0.8, -0.2, -0.3], [0.2, 0.1, 0.0], [0.1, 0.2, -0.3], [0.0, -0.1, 0.1], [0.3, -0.1, 0.0], [0.5, 1.0, -0.9], [-0.6, 0.0, 0.2], [-0.3, -0.4, 0.5], [0.5, 0.0, 0.1], [0.6, -1.6, 0.1], [-1.0, 2.7, 1.5], [0.0, -0.1, -0.1], [-0.1, 0.4, -0.4], [0.4, -0.7, 0.3], [-0.3, 0.1, -0.1], [0.0, 0.1, 0.1], [0.2, 0.2, 0.1], [-0.2, -0.2, 0.2], [0.0, -0.4, 0.3], [0.6, -0.8, -1.0], [-0.1, -0.1, 0.0], [-0.2, 1.5, 2.2], [-0.1, -0.6, -0.8], [-0.3, 0.4, -0.4], [-0.1, 0.0, -0.3], [0.0, 0.1, -0.1], [0.0, 0.2, 0.0], [0.3, -0.4, 0.0], [-0.3, 1.1, -0.6], [0.3, -1.0, -0.6], [0.7, 1.8, -0.5], [-0.7, -0.4, 0.8], [-0.2, 0.5, 0.1], [0.4, 0.3, 0.1], [-0.2, -1.0, 0.2], [0.0, 0.3, 0.6], [1.5, -1.2, -0.5], [-0.5, -0.5, 0.8], [-0.6, 0.4, -0.1], [-0.5, 0.7, -0.4], [0.1, 0.0, -0.2], [-1.4, -0.2, 0.5], [-0.7, -0.5, -1.9], [1.3, -0.8, -0.3], [-0.6, -0.5, 0.6], [0.2, 0.0, -0.6], [-0.5, -0.3, 0.2], [-0.5, 0.0, -0.2], [0.0, 0.0, -0.1], [-0.4, 0.7, -0.1], [-0.1, -0.2, -0.3], [0.1, 0.4, -0.3], [0.0, -0.4, 0.0], [0.1, -0.3, -0.4], [0.5, -0.7, -0.1], [0.0, -0.5, 0.0], [1.3, 0.2, -0.8], [0.3, -1.6, -0.3], [-0.4, 0.8, 0.1], [0.2, -0.5, 0.1], [0.1, 0.7, -0.4], [0.3, -0.9, -0.3], [0.0, 0.2, 0.4], [0.0, -0.1, 1.2], [-1.1, 0.5, 0.7], [-0.9, 1.2, 0.4], [0.5, -0.4, 0.3], [-0.4, -0.3, 0.8], [0.4, -0.6, -0.1], [0.1, -0.1, -0.4], [-0.2, 0.4, -0.3]],
  "mulliken_charge": [-1.768, 0.608, 0.375, 0.247, 0.378, 0.174, -1.657, 0.337, 0.312, 0.461, 0.374, 1.772, -0.602, -0.698, 0.300, 0.310, -0.917, -0.986, 0.200, 0.312, 0.190, -0.892, 0.363, 0.457, 0.351, 0.394, 0.106, 0.210, -0.721, -0.939, 0.416, 0.242, 0.002, -0.726, 0.358, 0.315, 0.355, 0.375, -0.128, 0.041, -0.586, 0.695, 0.866, -0.990, 0.430, -0.629, 0.372, -1.000, -0.347, 0.474, 0.398, 0.476, 0.551, -0.510, -1.105, -1.214, -0.917, 0.198, 0.470, 0.362, 0.018, 0.478, 0.199, 0.326, 0.413, 0.312, 0.639, 0.359, 0.098, -0.245, -0.238, -0.744, -0.502, -0.360, 0.585, -0.243, 0.454, -1.115, 0.201, 0.365, 0.361, 0.345],
  "orbital_gap_ev": 8.60,
  "total_energy_ev": -97929.456,
  "spin_multiplicity": 1,
  "charge": 0,
  "lumo_ha": 0.0117,
  "homo_ev": -8.284
}